Entry 1:
Below is C37H50N4P2PdSi2 as an isolated structure, with properties calculated with ωB97M-V/def2-TZVPD.

Output
HOMO energy   -13.2 eV
LUMO   -8.046 eV
Gap between HOMO and LUMO   5.1 eV

The geometry in ORCA input format:
```
! wB97M-V def2-TZVPD RIJCOSX def2/J DEFGRID3
* xyz 2 1
Pd -0.122 -0.696 0.338
C 0.729 -1.740 -3.797
Si -0.900 -2.158 -2.971
C -2.334 -1.792 -4.116
C -1.053 -3.950 -2.440
N -1.077 -1.078 -1.554
P -2.428 -0.307 -1.133
C -1.657 0.292 0.379
P -1.405 1.208 1.883
N 0.162 0.839 1.910
Si 1.286 1.626 3.077
C 0.477 1.529 4.762
C 1.488 3.397 2.514
C 2.970 0.825 3.169
C -2.514 0.322 2.971
C -2.037 -0.843 3.576
C -2.873 -1.601 4.379
C -4.189 -1.202 4.573
C -4.673 -0.048 3.968
C -3.841 0.715 3.166
C -1.870 2.917 1.795
C -2.304 3.630 2.913
C -2.522 4.993 2.813
C -2.317 5.643 1.602
C -1.890 4.936 0.484
C -1.656 3.576 0.581
C -3.828 -1.283 -0.617
C -3.687 -2.115 0.496
C -4.725 -2.946 0.876
C -5.900 -2.969 0.134
C -6.039 -2.161 -0.985
C -5.009 -1.313 -1.360
C -2.932 1.092 -2.108
C -2.041 1.559 -3.075
C -2.331 2.719 -3.778
C -3.495 3.421 -3.498
C -4.371 2.974 -2.515
C -4.094 1.812 -1.817
H 1.319 -2.633 -4.013
H 1.336 -1.076 -3.178
H 0.568 -1.230 -4.749
H -2.201 -2.434 -4.992
H -2.393 -0.765 -4.477
H -3.295 -2.065 -3.674
H -1.730 -4.472 -3.119
H -1.477 -4.040 -1.438
H -0.107 -4.492 -2.460
H -0.455 2.095 4.821
H 1.148 1.950 5.515
H 0.261 0.500 5.057
H 0.606 4.006 2.719
H 1.694 3.452 1.443
H 2.331 3.858 3.034
H 2.958 -0.239 3.407
H 3.498 1.318 3.990
H 3.577 0.986 2.276
H -1.003 -1.138 3.439
H -2.499 -2.494 4.861
H -4.841 -1.789 5.206
H -5.697 0.260 4.128
H -4.226 1.608 2.688
H -2.466 3.131 3.861
H -2.852 5.549 3.679
H -2.491 6.709 1.530
H -1.731 5.447 -0.456
H -1.301 3.034 -0.290
H -2.767 -2.120 1.071
H -4.616 -3.584 1.743
H -6.708 -3.627 0.426
H -6.948 -2.193 -1.569
H -5.122 -0.695 -2.242
H -1.126 1.015 -3.278
H -1.650 3.074 -4.539
H -3.723 4.324 -4.048
H -5.273 3.530 -2.299
H -4.776 1.475 -1.046
C 1.792 -2.920 -0.644
C 3.154 -3.652 -0.496
N 3.966 -3.007 0.526
C 4.207 -1.619 0.156
C 2.866 -0.863 -0.006
N 1.731 -1.779 0.304
C 1.893 -2.331 1.680
C 3.259 -3.058 1.797
H 0.948 -3.574 -0.428
H 1.666 -2.517 -1.646
H 3.701 -3.640 -1.439
H 3.003 -4.694 -0.216
H 4.775 -1.603 -0.775
H 4.824 -1.154 0.925
H 2.716 -0.508 -1.027
H 2.781 -0.007 0.663
H 1.055 -3.011 1.853
H 1.804 -1.497 2.373
H 3.118 -4.103 2.074
H 3.878 -2.593 2.565
*
```

The Löwdin scheme yields these atomic charges, measured in e: 1.001 -0.171 0.393 -0.164 -0.165 -0.310 0.768 -0.281 0.742 -0.294 0.393 -0.161 -0.158 -0.166 -0.310 -0.096 -0.049 -0.036 -0.042 -0.063 -0.321 -0.083 -0.042 -0.033 -0.047 -0.077 -0.297 -0.084 -0.049 -0.034 -0.040 -0.075 -0.319 -0.085 -0.044 -0.037 -0.047 -0.077 0.042 0.015 0.041 0.052 0.026 0.030 0.041 0.026 0.030 0.021 0.048 0.032 0.022 0.039 0.046 0.021 0.053 0.031 0.095 0.119 0.121 0.120 0.113 0.110 0.121 0.121 0.118 0.106 0.089 0.117 0.121 0.121 0.111 0.102 0.120 0.121 0.119 0.114 -0.149 -0.126 -0.149 -0.128 -0.131 -0.285 -0.150 -0.132 0.109 0.069 0.128 0.128 0.128 0.124 0.116 0.077 0.118 0.069 0.127 0.123

***

Entry 2:
Below is C37H51CdN4OP2 as an isolated structure, with properties calculated with ωB97M-V/def2-TZVPD.

Output
HOMO energy (alpha / beta)   -6.9 / -6.9 eV
LUMO (alpha / beta)   -2.858 / -2.790 eV
Energy relative to the best compared isomer or geometry (same formula, charge and spin)   0.3691 eV
Gap between HOMO and LUMO (alpha / beta)   4.1 / 4.1 eV

The geometry in ORCA input format:
```
! wB97M-V def2-TZVPD RIJCOSX def2/J DEFGRID3
* xyz 1 1
C -1.651 -1.475 -2.174
C 0.629 -1.850 -1.867
C -1.630 -2.225 -3.342
C 0.633 -2.833 -2.863
C -0.500 -2.980 -3.654
H -2.505 -2.206 -3.984
H 1.555 -3.391 -3.041
H -0.497 -3.651 -4.508
N -0.562 -1.392 -1.390
P -3.058 -0.244 -0.057
P 3.014 -0.464 -0.262
C -2.878 -0.628 -1.850
H -2.824 0.313 -2.425
H -3.758 -1.169 -2.222
C 1.862 -1.010 -1.691
H 2.581 -1.258 -2.487
C 4.434 0.480 -1.047
C 3.322 -1.310 1.352
C -3.621 1.536 -0.033
C -4.267 -1.595 0.431
C 4.406 1.926 -0.520
H 4.460 1.981 0.574
H 5.271 2.462 -0.937
H 3.504 2.452 -0.855
C 5.780 -0.190 -0.721
H 6.014 -0.188 0.348
H 5.809 -1.217 -1.112
H 6.573 0.377 -1.232
C 4.354 0.545 -2.589
H 5.260 1.062 -2.937
H 4.354 -0.452 -3.047
H 3.491 1.119 -2.947
C 3.996 -0.292 2.285
H 3.390 0.616 2.402
H 4.096 -0.746 3.283
H 5.002 -0.009 1.948
C 2.021 -1.803 2.008
H 1.412 -0.963 2.360
H 1.433 -2.443 1.338
H 2.280 -2.399 2.897
C 4.240 -2.520 1.099
H 5.225 -2.222 0.724
H 4.392 -3.060 2.045
H 3.790 -3.211 0.374
C -4.644 -1.401 1.906
H -5.308 -2.231 2.188
H -3.767 -1.432 2.567
H -5.190 -0.461 2.069
C -3.541 -2.944 0.260
H -3.258 -3.135 -0.784
H -2.645 -3.007 0.892
H -4.237 -3.737 0.571
C -5.544 -1.616 -0.420
H -6.196 -2.400 -0.002
H -6.097 -0.672 -0.384
H -5.360 -1.878 -1.469
C -2.566 2.404 -0.748
H -2.505 2.201 -1.826
H -2.854 3.459 -0.622
H -1.560 2.286 -0.318
C -3.726 1.988 1.434
H -2.772 1.881 1.968
H -4.007 3.051 1.434
H -4.497 1.433 1.985
C -4.975 1.688 -0.732
H -4.984 1.260 -1.744
H -5.794 1.252 -0.145
H -5.179 2.765 -0.823
Cd -0.657 -0.357 0.678
C -1.130 -1.837 2.305
O -1.172 -2.396 3.310
N 1.741 0.654 -0.088
C 1.488 0.324 -1.408
C 0.957 1.266 -2.373
C 0.758 2.606 -1.986
C 0.851 0.888 -3.726
C 0.475 3.564 -2.959
H 0.875 2.845 -0.926
C 0.577 1.858 -4.691
H 1.012 -0.155 -3.997
C 0.376 3.194 -4.310
H 0.366 4.607 -2.653
H 0.545 1.573 -5.739
H 0.182 3.954 -5.073
N 3.698 1.849 5.147
C 2.563 1.636 4.954
C 1.168 1.350 4.732
C 0.287 1.180 5.808
C -1.033 0.836 5.546
C -1.408 0.598 4.217
N -0.567 0.774 3.190
C 0.678 1.214 3.425
H 0.649 1.322 6.828
H -1.773 0.723 6.334
H -2.420 0.258 3.977
H 1.294 1.447 2.547
*
```

The Löwdin scheme yields these atomic charges, measured in e: -0.333 -0.248 -0.029 -0.024 -0.030 0.120 0.125 0.119 0.033 1.015 1.103 -0.255 0.096 0.075 -0.237 0.104 -0.593 -0.640 -0.717 -0.695 -0.063 0.078 0.100 0.075 -0.093 0.063 0.087 0.096 -0.070 0.097 0.084 0.083 -0.078 0.056 0.100 0.071 -0.133 0.002 0.065 0.099 -0.079 0.060 0.096 0.088 -0.089 0.098 0.053 0.073 -0.083 0.081 0.037 0.103 -0.079 0.098 0.066 0.078 -0.101 0.078 0.101 0.047 -0.097 0.053 0.097 0.064 -0.086 0.088 0.072 0.096 1.184 -0.163 0.104 -0.106 -0.597 -0.216 -0.076 -0.049 -0.092 0.094 -0.087 0.106 -0.105 0.104 0.101 0.099 0.182 -0.168 -0.193 0.007 -0.024 -0.151 -0.020 -0.108 0.134 0.117 0.104 0.097